[1]
{
  "formula": "C25H69O11Zr",
  "method": "ωB97M-V/def2-TZVPD",
  "species": ["Zr", "C", "C", "C", "O", "H", "H", "H", "H", "H", "H", "H", "C", "C", "C", "O", "H", "H", "H", "H", "H", "H", "H", "C", "C", "C", "O", "H", "H", "H", "H", "H", "H", "H", "C", "C", "O", "H", "H", "H", "H", "H", "H", "C", "C", "O", "H", "H", "H", "H", "H", "H", "C", "C", "O", "H", "H", "H", "H", "H", "H", "C", "C", "O", "H", "H", "H", "H", "H", "H", "C", "C", "O", "H", "H", "H", "H", "H", "H", "C", "C", "O", "H", "H", "H", "H", "H", "H", "C", "C", "O", "H", "H", "H", "H", "H", "H", "C", "C", "O", "H", "H", "H", "H", "H", "H"],
  "xyz": [[0.75714, 0.06801, -3.31933], [0.87962, -3.91872, -2.46993], [1.54101, -3.31713, -3.73074], [0.91397, -3.82858, -5.09269], [1.52584, -1.95674, -3.60618], [1.42371, -3.54076, -1.60436], [1.02614, -4.99705, -2.53182], [-0.18673, -3.71991, -2.36279], [2.57585, -3.64909, -3.81442], [1.61029, -3.82053, -5.93124], [0.04318, -3.25939, -5.41804], [0.64602, -4.87663, -4.95895], [-2.87713, -2.22744, -3.17312], [-2.59554, -0.86662, -3.84480], [-3.72596, 0.12831, -3.80324], [-1.39465, -0.28528, -3.40699], [-2.80685, -2.14979, -2.08816], [-2.23347, -3.06341, -3.44689], [-3.91165, -2.46569, -3.42031], [-2.52817, -1.13164, -4.89994], [-4.71359, -0.28487, -4.00813], [-3.51878, 0.92023, -4.52299], [-3.92043, 0.45659, -2.78220], [-0.27294, -1.47706, 0.42757], [0.57755, -0.22842, 0.24515], [1.83697, -0.19280, 1.18410], [0.86433, 0.02580, -1.10710], [-1.23068, -1.40810, -0.08824], [-0.44005, -1.73165, 1.47417], [0.20825, -2.33957, -0.03356], [-0.05601, 0.62193, 0.49737], [2.50677, -0.97631, 0.82973], [1.54501, -0.30141, 2.22864], [2.51963, 0.65693, 1.17945], [6.01412, 0.23319, 3.50785], [5.92321, 0.32248, 1.98431], [6.85807, -0.41351, 1.28212], [5.18340, 0.76231, 3.97478], [6.91119, 0.67352, 3.94314], [5.92763, -0.78572, 3.88527], [5.91323, 1.32751, 1.56252], [4.99395, -0.16028, 1.68180], [6.88573, -1.23194, 1.78313], [0.18662, -0.89188, 5.27284], [0.76526, 0.48664, 5.40513], [1.28157, 0.55003, 6.69544], [-0.73460, -1.01190, 5.84296], [0.83246, -1.63434, 5.74161], [-0.03037, -1.14083, 4.23407], [-0.00465, 1.25814, 5.41591], [1.45230, 0.76331, 4.60542], [2.05158, 1.12334, 6.69520], [-1.35503, 3.46691, -4.18051], [-0.88020, 2.86219, -2.87960], [0.38739, 2.26568, -3.01868], [-2.27912, 4.04205, -4.12241], [-1.46824, 2.67153, -4.91716], [-0.55638, 4.10052, -4.56625], [-1.60893, 2.13173, -2.52817], [-0.88874, 3.63207, -2.10803], [0.97328, 3.02444, -3.06981], [4.30342, 0.07250, -1.54330], [3.67475, 1.25548, -2.25718], [2.82320, 0.80286, -3.29877], [5.07977, -0.37421, -2.16447], [3.61393, -0.74813, -1.34512], [4.80935, 0.38832, -0.63094], [4.44428, 1.87806, -2.71358], [3.17990, 1.88865, -1.52076], [3.40413, 0.93291, -4.05190], [-2.31464, 2.31477, 2.39146], [-2.33949, 3.06635, 1.03140], [-3.67286, 3.24848, 0.54811], [-1.28696, 2.28247, 2.75331], [-2.77911, 1.32882, 2.37555], [-2.83481, 2.82208, 3.20396], [-1.71765, 2.53627, 0.31000], [-1.87072, 4.04791, 1.10134], [-3.70376, 3.89787, -0.15825], [-5.36076, -1.59121, 0.11227], [-4.38540, -0.41862, 0.40236], [-5.11836, 0.77625, 0.66186], [-6.18743, -1.71746, 0.81140], [-4.68849, -2.44625, 0.04118], [-5.73572, -1.37163, -0.88737], [-3.78073, -0.31754, -0.49889], [-3.68966, -0.63758, 1.21236], [-4.54542, 1.53995, 0.56134], [1.33201, 3.47511, 0.16538], [2.75110, 3.91562, 0.54282], [3.28327, 4.71590, -0.50213], [0.73247, 4.36845, -0.00951], [0.80391, 2.86139, 0.89514], [1.38319, 2.94813, -0.78740], [3.32778, 3.03600, 0.82883], [2.67711, 4.47627, 1.47464], [4.16135, 5.02920, -0.27322], [-3.02402, -3.08907, 3.24713], [-3.78071, -3.50922, 4.51667], [-3.06762, -2.90644, 5.56781], [-2.81938, -2.03162, 3.07977], [-3.50856, -3.44402, 2.33755], [-2.04979, -3.57327, 3.17974], [-3.84900, -4.59567, 4.57184], [-4.81670, -3.17159, 4.54548], [-2.18007, -3.25257, 5.44928]],
  "lowdin_charge": [1.73, -0.05, -0.56, -0.05, -0.41, 0.06, 0.07, 0.06, 0.12, 0.06, 0.06, 0.06, -0.04, -0.56, -0.07, -0.40, 0.06, 0.06, 0.07, 0.12, 0.08, 0.07, 0.07, -0.04, -0.53, -0.04, -0.39, 0.07, 0.06, 0.06, 0.09, 0.07, 0.05, 0.04, -0.07, -0.36, -0.07, 0.07, 0.07, 0.07, 0.11, 0.09, 0.08, -0.08, -0.35, -0.07, 0.07, 0.08, 0.06, 0.11, 0.10, 0.08, -0.06, -0.31, -0.23, 0.09, 0.07, 0.08, 0.11, 0.11, 0.12, -0.05, -0.26, -0.25, 0.08, 0.08, 0.06, 0.13, 0.09, 0.11, -0.05, -0.28, -0.08, 0.06, 0.06, 0.08, 0.08, 0.10, 0.09, -0.07, -0.32, -0.08, 0.07, 0.06, 0.07, 0.09, 0.08, 0.02, -0.07, -0.32, -0.07, 0.08, 0.07, 0.04, 0.09, 0.11, 0.09, -0.09, -0.31, -0.08, 0.06, 0.06, 0.07, 0.11, 0.11, 0.07],
  "multiplicity": 2,
  "relative_energy_kcal_mol": 0.00,
  "orbital_gap_ha": [0.1997, 0.3004]
}

---

[2]
{
  "formula": "C28H62B3BrIN7O15P",
  "method": "ωB97M-V/def2-TZVPD",
  "species": ["C", "C", "B", "O", "C", "C", "C", "C", "C", "C", "C", "I", "P", "C", "C", "N", "B", "C", "O", "C", "B", "O", "C", "C", "C", "Br", "C", "C", "C", "N", "C", "C", "O", "C", "C", "O", "H", "H", "H", "H", "H", "H", "H", "H", "H", "H", "H", "H", "H", "H", "H", "H", "H", "H", "H", "H", "H", "H", "H", "H", "H", "H", "H", "H", "H", "H", "H", "H", "H", "H", "H", "H", "H", "H", "H", "H", "H", "H", "H", "H", "H", "H", "H", "C", "N", "O", "O", "H", "H", "H", "C", "N", "O", "O", "H", "H", "H", "C", "N", "O", "O", "H", "H", "H", "C", "N", "O", "O", "H", "H", "H", "C", "N", "O", "O", "H", "H", "H"],
  "xyz": [[-0.75085, 2.89603, -2.85588], [-1.13810, 3.42867, -1.46276], [-0.60392, 2.59117, -0.24330], [0.42574, 3.19475, 0.44708], [-1.14930, 1.19672, 0.34201], [-1.50717, 1.70749, 1.78864], [-2.55085, 0.90786, -0.31251], [-3.17574, -0.48062, -0.22990], [-4.43088, -0.64870, -1.17845], [-4.76830, 0.27917, -2.37231], [-3.85374, 0.44271, -3.57765], [-5.48861, 2.25972, -1.78891], [-3.99469, -0.87278, 1.46375], [-5.08933, 0.51717, 1.96609], [-4.99541, -2.42812, 1.24303], [-2.09115, -1.52445, -0.35806], [-1.83897, -1.63780, -1.86276], [-2.44431, -2.83493, -2.71734], [-1.16863, -0.67778, -2.51476], [-0.80184, -1.45741, 0.45426], [0.01950, -2.69966, -0.28606], [-0.52888, -3.97667, -0.04509], [1.35878, -2.83846, -1.07635], [1.20878, -3.92333, -2.21401], [-0.73237, -2.06761, 1.89398], [-1.27930, -1.00132, 3.47391], [0.69500, -2.51197, 2.26652], [0.85749, -4.04769, 2.50000], [-0.11068, -0.02311, 0.42022], [1.17924, 0.12414, -0.23067], [2.30029, 0.11888, 0.69374], [3.49041, -0.79921, 0.43522], [2.36466, 0.84665, 1.61649], [1.61491, 0.79476, -1.40388], [1.56048, 0.33234, -2.85440], [2.23948, 1.79195, -1.26555], [0.26141, 3.21015, -3.10858], [-1.41010, 3.30968, -3.61614], [-0.86107, 1.81266, -2.91549], [-2.23644, 3.45279, -1.41644], [-0.81321, 4.46516, -1.38715], [0.93194, 2.51046, 0.91609], [-0.66277, 1.65743, 2.47070], [-1.79412, 2.76442, 1.75511], [-2.38688, 1.20915, 2.18039], [-3.25486, 1.60385, 0.12999], [-2.47423, 1.17117, -1.36816], [-4.61551, -1.67610, -1.50176], [-5.32648, -0.48382, -0.58053], [-5.68800, -0.13830, -2.77238], [-3.00609, 1.11176, -3.45986], [-4.44224, 0.86508, -4.38872], [-3.45423, -0.48921, -3.98298], [-4.67244, 1.50396, 1.79488], [-5.21763, 0.41514, 3.04409], [-6.08778, 0.39434, 1.53756], [-4.78902, -2.90399, 0.28153], [-6.06787, -2.24159, 1.31662], [-4.74095, -3.15718, 2.00711], [-2.53647, -2.42103, -0.13530], [-2.79872, -3.66700, -2.10245], [-3.34428, -2.45127, -3.20251], [-1.77121, -3.16234, -3.50752], [-0.81066, -1.06326, -3.32922], [-1.31801, -4.15928, -0.57341], [2.10529, -3.26749, -0.39777], [1.82509, -1.98398, -1.54700], [0.25540, -3.75608, -2.71613], [1.29686, -4.92844, -1.82387], [1.99492, -3.74260, -2.94322], [-1.44320, -2.88363, 1.94126], [0.97433, -2.13670, 3.24237], [1.49131, -2.09563, 1.64724], [1.39068, -4.49416, 1.66551], [-0.13574, -4.47330, 2.61502], [1.43206, -4.25274, 3.39736], [0.15696, 0.05598, 1.47296], [4.36390, -0.29069, 0.83190], [3.39960, -1.74439, 0.96282], [3.67002, -0.92201, -0.63165], [2.58113, 0.37285, -3.22313], [1.21855, -0.69375, -2.99460], [0.95060, 0.97677, -3.47627], [3.88834, 1.10450, 4.36278], [4.36972, 0.25613, 5.48940], [5.51242, -0.15703, 5.43415], [3.57817, 0.03311, 6.38312], [4.69140, 1.21497, 3.64309], [3.03725, 0.60037, 3.91831], [3.60128, 2.06789, 4.77581], [-1.65613, 3.78961, -7.22459], [-1.88693, 2.50988, -6.49772], [-2.72248, 2.50206, -5.61115], [-1.22034, 1.55346, -6.83841], [-2.31613, 4.54466, -6.81335], [-0.61435, 4.06238, -7.08179], [-1.87261, 3.61233, -8.27399], [1.76460, 4.51999, 3.95007], [1.17742, 3.56062, 4.92922], [1.70521, 3.47032, 6.01640], [0.20087, 2.93259, 4.55881], [2.61883, 5.00402, 4.41017], [2.06312, 3.95144, 3.07303], [0.99515, 5.24435, 3.69996], [4.15457, -4.28368, 6.13145], [4.24814, -5.36569, 5.10951], [4.78381, -6.40193, 5.43345], [3.77533, -5.12801, 4.00911], [4.61190, -4.63487, 7.04891], [4.68163, -3.41728, 5.74122], [3.10106, -4.06496, 6.28085], [4.87188, 3.67834, -2.10599], [5.74459, 4.00332, -3.26853], [6.83111, 3.46158, -3.32588], [5.30063, 4.79053, -4.08088], [5.39045, 2.96951, -1.47034], [4.67511, 4.60464, -1.57422], [3.95340, 3.24943, -2.49459]],
  "lowdin_charge": [-0.09, -0.11, -0.48, 0.15, -0.20, -0.07, -0.13, -0.42, -0.23, -0.69, -0.18, 0.90, 0.94, -0.25, -0.24, 0.09, -0.58, 0.05, 0.21, -0.16, -0.44, 0.12, -0.11, -0.05, -0.56, 0.82, -0.28, -0.04, -0.11, 0.07, -0.44, 0.04, 0.14, -0.43, 0.03, 0.14, 0.08, 0.06, 0.04, 0.08, 0.11, 0.08, 0.05, 0.11, 0.02, 0.07, 0.08, 0.11, 0.07, 0.07, 0.04, 0.07, 0.07, 0.03, 0.05, 0.04, 0.03, 0.05, 0.04, 0.14, 0.08, 0.08, 0.09, 0.14, 0.11, 0.12, 0.06, 0.05, 0.08, 0.08, 0.08, 0.07, 0.08, 0.08, 0.08, 0.06, 0.09, 0.10, 0.09, 0.09, 0.10, 0.06, 0.07, 0.04, -0.45, 0.06, 0.07, 0.10, 0.08, 0.08, 0.06, -0.44, 0.04, 0.07, 0.10, 0.10, 0.10, 0.05, -0.45, 0.08, 0.05, 0.10, 0.09, 0.10, 0.05, -0.45, 0.09, 0.03, 0.10, 0.10, 0.10, 0.04, -0.45, 0.07, 0.06, 0.09, 0.10, 0.08],
  "total_charge": 1,
  "multiplicity": 1,
  "orbital_gap_ha": 0.2608
}

---

[3]
{
  "formula": "C5H4NO5W",
  "method": "ωB97M-V/def2-TZVPD",
  "species": ["O", "C", "W", "O", "C", "C", "O", "C", "O", "C", "O", "H", "N", "H", "H", "H"],
  "xyz": [[-2.54899, -4.49056, -0.18317], [-1.54328, -4.08893, 0.18444], [0.26026, 0.55541, -0.24545], [2.10015, -1.61800, 1.18152], [1.28326, -0.90546, 0.70826], [1.70341, 1.90102, -0.06720], [2.63210, 2.60690, 0.10976], [-0.81534, 2.20200, -1.89610], [-1.45456, 2.72679, -2.71218], [0.95513, -0.48637, -1.84590], [1.39026, -1.19009, -2.66843], [0.06518, -1.28894, 0.15769], [-0.87611, 0.98337, 1.58581], [-1.74717, 1.51000, 1.43506], [-0.29024, 1.50982, 2.24995], [-1.11406, 0.07304, 2.00595]],
  "nbo_charge": [-0.40, 0.45, 1.07, -0.13, 0.36, 0.48, -0.09, 0.50, -0.19, 0.47, -0.12, 0.26, -1.08, 0.48, 0.48, 0.46],
  "total_charge": 3,
  "multiplicity": 3,
  "relative_energy_kcal_mol": 55.64,
  "orbital_gap_ha": [0.1626, 0.1691]
}

---

| no. | calculated total energy (eV) |
| --- | --- |
| 1 | -50844.350 |
| 2 | -160627.217 |
| 3 | -18762.888 |